<one>
ORCA calculation (ωB97M-V with the def2-TZVPD basis set) on an isolated molecule of C5H7NS.

The value obtained for the HOMO energy is -8.46 eV. As for the lowest unoccupied orbital energy: 0.7 eV. As for the structure (SMILES): C=C1SC[C@@H]2N[C@@H]12. As for the net charge: 0. As for the orbital gap: 9.176 eV.

```
14
C5H7NS (ωB97M-V with the def2-TZVPD basis set)
C 1.07 -0.31 2.24
C 0.74 -0.05 0.94
S 1.00 -1.59 -0.25
C -0.32 -0.72 -1.51
C -1.09 -0.03 -0.53
N -1.35 1.36 -0.28
C -0.02 0.91 0.02
H 0.76 0.43 2.85
H 1.48 -1.29 2.58
H 0.36 0.02 -2.15
H -0.61 -1.47 -2.51
H -1.72 -0.51 0.28
H -1.06 2.16 -1.00
H 0.76 1.09 -0.67
```

---

<two>
ORCA calculation (ωB97M-V with the def2-TZVPD basis set) on an isolated molecule of C5H7NS.

The value obtained for the HOMO energy is -8.69 eV. As for the lowest unoccupied orbital energy: 0.1 eV. As for the structure (SMILES): C=CC(=C)/C=N\S. As for the net charge: 0. As for the orbital gap: 8.803 eV.

```
14
C5H7NS (ωB97M-V with the def2-TZVPD basis set)
C 0.94 -1.76 -0.27
C 1.01 -0.48 -0.37
C 0.34 0.52 0.38
C 0.61 1.79 -0.13
C -0.83 0.02 1.22
N -1.99 -0.55 0.89
S -2.66 -0.08 -0.58
H 0.56 -2.29 0.90
H 1.56 -2.43 -1.06
H 1.37 0.10 -1.40
H 0.12 2.61 0.41
H 1.64 1.86 -0.72
H -0.84 -0.08 2.25
H -1.83 0.76 -1.51
```

---

Which is most stable, and by how much? <two>, by 15.8 kcal/mol.

---

<one>
ORCA calculation (ωB97M-V with the def2-TZVPD basis set) on a cluster of 2 separate species, C5H14 in total.

The value obtained for the HOMO energy is -11.17 eV. As for the lowest unoccupied orbital energy: 1.1 eV. As for the structure (SMILES): CCC.CC. As for the net charge: 0. As for the orbital gap: 12.301 eV.

```
19
C5H14 (ωB97M-V with the def2-TZVPD basis set)
C -2.33 -2.10 -0.12
C -1.56 -0.94 -0.73
C -0.09 -1.32 -0.98
H -2.84 -2.72 -0.87
H -1.64 -2.90 0.18
H -3.03 -1.90 0.69
H -1.64 -0.05 -0.12
H -1.98 -0.72 -1.71
H 0.32 -1.59 -0.01
H 0.49 -0.57 -1.50
H -0.05 -2.19 -1.65
C 1.36 2.47 1.37
C 2.29 1.80 0.34
H 1.76 2.46 2.38
H 1.04 3.45 1.02
H 0.39 1.95 1.47
H 2.50 2.50 -0.47
H 1.82 0.92 -0.09
H 3.20 1.45 0.80
```

---

<two>
ORCA calculation (ωB97M-V with the def2-TZVPD basis set) on a cluster of 2 separate species, C5H14 in total.

The value obtained for the HOMO energy is -11.11 eV. As for the lowest unoccupied orbital energy: 1.1 eV. As for the structure (SMILES): CCC.CC. As for the net charge: 0. As for the orbital gap: 12.237 eV.

```
19
C5H14 (ωB97M-V with the def2-TZVPD basis set)
C 0.60 0.77 0.68
C 1.64 -0.26 1.03
C 3.04 0.30 1.23
H 0.86 1.35 -0.22
H 0.54 1.64 1.33
H -0.45 0.51 0.65
H 1.34 -0.77 1.97
H 1.80 -1.05 0.30
H 3.81 -0.27 0.66
H 3.33 1.28 0.83
H 3.40 0.40 2.24
C -2.58 -1.19 -1.28
C -2.58 0.28 -1.55
H -3.32 -1.84 -1.73
H -1.64 -1.65 -1.50
H -2.70 -1.34 -0.19
H -3.29 0.86 -0.96
H -1.61 0.73 -1.31
H -2.72 0.60 -2.58
```

---

Which is most stable, and by how much? <one>, by 5.3 kcal/mol.

---

<one>
ORCA calculation (ωB97M-V with the def2-TZVPD basis set) on a cluster of 2 separate species, C5H14 in total.

The value obtained for the HOMO energy is -10.51 eV. As for the lowest unoccupied orbital energy: 1.1 eV. As for the structure (SMILES): CCC.CC. As for the net charge: 0. As for the orbital gap: 11.605 eV.

```
19
C5H14 (ωB97M-V with the def2-TZVPD basis set)
C 2.88 -0.76 0.70
C 1.54 -0.49 0.01
C 0.76 -1.64 -0.53
H 3.41 0.13 0.97
H 3.43 -1.18 -0.13
H 2.86 -1.41 1.57
H 0.94 0.35 0.34
H 1.79 0.10 -0.89
H 1.43 -2.54 -0.59
H -0.09 -2.07 0.04
H 0.23 -1.45 -1.54
C -1.89 1.09 -0.57
C -2.88 1.61 0.49
H -1.57 1.91 -1.26
H -0.99 0.86 0.03
H -2.42 0.31 -1.14
H -3.90 1.89 0.13
H -2.36 2.40 1.09
H -3.18 0.88 1.27
```

---

<two>
ORCA calculation (ωB97M-V with the def2-TZVPD basis set) on a cluster of 2 separate species, C5H14 in total.

The value obtained for the HOMO energy is -10.55 eV. As for the lowest unoccupied orbital energy: 1.1 eV. As for the structure (SMILES): CCC.CC. As for the net charge: 0. As for the orbital gap: 11.609 eV.

```
19
C5H14 (ωB97M-V with the def2-TZVPD basis set)
C -0.08 -1.76 2.42
C 0.39 -0.45 1.77
C -0.55 0.71 1.98
H -1.17 -1.98 2.47
H 0.32 -1.69 3.52
H 0.50 -2.63 2.04
H 1.52 -0.31 2.13
H 0.59 -0.63 0.57
H -0.67 1.05 0.86
H -1.55 0.66 2.30
H -0.07 1.41 2.65
C 0.19 1.35 -2.42
C -0.04 0.06 -3.21
H -0.78 1.91 -2.58
H 0.64 1.15 -1.46
H 1.09 1.95 -2.83
H 0.68 0.03 -3.97
H -1.08 -0.04 -3.66
H 0.07 -0.77 -2.59
```

---

Which is most stable, and by how much? <one>, by 19.4 kcal/mol.

---

<one>
ORCA calculation (ωB97M-V with the def2-TZVPD basis set) on a cluster of 2 separate species, C5H14 in total.

The value obtained for the HOMO energy is -11.04 eV. As for the lowest unoccupied orbital energy: 1.1 eV. As for the structure (SMILES): CCC.CC. As for the net charge: 0. As for the orbital gap: 12.119 eV.

```
19
C5H14 (ωB97M-V with the def2-TZVPD basis set)
C -2.11 0.31 1.19
C -1.30 0.94 -0.04
C -2.15 0.95 -1.39
H -2.48 -0.67 0.88
H -1.49 0.24 2.09
H -3.00 0.86 1.39
H -1.03 2.03 0.11
H -0.28 0.46 0.02
H -3.16 1.30 -1.04
H -1.72 1.53 -2.22
H -2.35 -0.01 -1.79
C 2.89 -1.65 -0.28
C 2.35 -0.37 0.50
H 3.27 -2.26 0.46
H 2.24 -2.22 -0.97
H 3.69 -1.24 -0.86
H 1.56 0.17 -0.04
H 3.10 0.37 0.47
H 1.96 -0.75 1.53
```

---

<two>
ORCA calculation (ωB97M-V with the def2-TZVPD basis set) on a cluster of 2 separate species, C5H14 in total.

The value obtained for the HOMO energy is -10.54 eV. As for the lowest unoccupied orbital energy: 1.1 eV. As for the structure (SMILES): CCC.CC. As for the net charge: 0. As for the orbital gap: 11.668 eV.

```
19
C5H14 (ωB97M-V with the def2-TZVPD basis set)
C 2.00 1.62 -0.99
C 0.80 0.63 -0.98
C 1.07 -0.87 -0.77
H 1.38 2.52 -1.27
H 2.75 1.47 -1.71
H 2.35 1.71 0.05
H -0.01 1.07 -0.36
H 0.46 0.88 -2.07
H 1.97 -0.79 -0.26
H 0.18 -1.30 -0.31
H 1.12 -1.63 -1.63
C -2.33 -0.91 0.91
C -1.19 -0.53 1.61
H -3.06 -0.06 0.61
H -1.97 -1.27 -0.05
H -2.91 -1.59 1.56
H -0.40 -1.31 1.85
H -1.54 -0.09 2.62
H -0.68 0.44 1.21
```

---

Which is most stable, and by how much? <one>, by 23.4 kcal/mol.

---

<one>
ORCA calculation (ωB97M-V with the def2-TZVPD basis set) on a cluster of 2 separate species, C5H14 in total.

The value obtained for the HOMO energy is -11.15 eV. As for the lowest unoccupied orbital energy: 1.1 eV. As for the structure (SMILES): CCC.CC. As for the net charge: 0. As for the orbital gap: 12.280 eV.

```
19
C5H14 (ωB97M-V with the def2-TZVPD basis set)
C -1.95 1.37 0.58
C -2.12 0.42 -0.63
C -0.97 -0.57 -0.85
H -0.89 1.35 0.85
H -2.40 2.32 0.32
H -2.22 0.83 1.49
H -2.21 0.98 -1.56
H -3.06 -0.13 -0.56
H -1.12 -1.53 -0.34
H 0.01 -0.26 -0.51
H -0.86 -0.78 -1.92
C 2.09 0.13 0.83
C 2.37 -1.13 0.01
H 1.91 1.02 0.23
H 1.16 0.02 1.38
H 2.95 0.32 1.47
H 2.85 -1.97 0.51
H 1.47 -1.54 -0.47
H 3.00 -0.83 -0.83
```

---

<two>
ORCA calculation (ωB97M-V with the def2-TZVPD basis set) on a cluster of 2 separate species, C5H14 in total.

The value obtained for the HOMO energy is -11.27 eV. As for the lowest unoccupied orbital energy: 1.2 eV. As for the structure (SMILES): CCC.CC. As for the net charge: 0. As for the orbital gap: 12.431 eV.

```
19
C5H14 (ωB97M-V with the def2-TZVPD basis set)
C -0.63 3.09 0.31
C -0.22 1.73 -0.21
C -0.22 0.69 0.93
H -0.08 3.48 1.16
H -1.69 3.22 0.55
H -0.40 3.84 -0.47
H -0.86 1.40 -1.04
H 0.79 1.77 -0.62
H 0.69 0.80 1.53
H -1.07 0.85 1.60
H -0.15 -0.34 0.62
C 0.00 -2.31 -0.96
C 1.03 -3.04 -0.09
H -0.73 -2.92 -1.51
H -0.62 -1.58 -0.46
H 0.50 -1.70 -1.73
H 1.39 -3.93 -0.61
H 1.79 -2.30 0.14
H 0.54 -3.45 0.79
```

---

<three>
ORCA calculation (ωB97M-V with the def2-TZVPD basis set) on a cluster of 2 separate species, C5H14 in total.

The value obtained for the HOMO energy is -10.72 eV. As for the lowest unoccupied orbital energy: 1.1 eV. As for the structure (SMILES): CCC.CC. As for the net charge: 0. As for the orbital gap: 11.834 eV.

```
19
C5H14 (ωB97M-V with the def2-TZVPD basis set)
C -0.37 -0.03 1.24
C -0.62 -1.61 1.38
C -2.04 -1.71 0.59
H -0.88 0.32 0.21
H 0.73 0.21 1.25
H -0.64 0.45 2.19
H 0.15 -2.24 0.93
H -0.69 -1.97 2.41
H -2.95 -1.28 1.01
H -1.86 -1.32 -0.48
H -2.38 -2.85 0.69
C 1.07 2.15 -1.25
C 1.87 1.03 -1.85
H 1.55 3.12 -1.37
H -0.05 2.10 -1.37
H 1.02 2.06 -0.12
H 1.67 0.82 -2.85
H 1.89 0.15 -1.32
H 2.96 1.42 -1.88
```

---

Which is most stable, and by how much? <two>, by 6.4 kcal/mol.